Record 1
Molecular formula: C12H14N3O10P2PtSSe
Method: DFT, wB97M-V/def2-TZVPD

Cartesian coordinates (Å):
Pt: -0.05 0.37 0.79
Se: 1.10 -1.80 0.65
S: -0.04 2.53 2.60
P: -1.25 -3.34 -0.55
P: -2.22 -2.15 2.03
O: 0.10 -2.48 -0.68
O: -1.83 -3.58 -1.86
O: -2.21 -2.57 0.45
O: 0.51 3.74 3.15
O: -1.72 -0.74 2.16
O: 0.85 1.34 2.72
O: -1.00 -3.17 2.50
O: -0.85 -4.66 0.24
O: -0.47 2.63 1.18
O: -3.47 -2.58 2.68
N: 0.49 0.83 -2.19
N: -1.43 0.38 -0.88
N: 1.12 0.85 -1.04
C: 2.51 0.88 -1.10
C: -3.00 0.52 -3.14
C: -0.85 0.64 -2.08
C: 4.62 1.08 0.08
C: 3.23 1.08 0.09
C: -1.64 0.69 -3.24
C: 3.22 0.71 -2.30
C: -1.50 2.16 3.52
C: -2.76 0.23 -0.79
C: -3.58 0.29 -1.89
C: 4.60 0.72 -2.29
C: 5.32 0.90 -1.11
H: 5.14 0.57 -3.23
H: -3.15 0.04 0.20
H: -1.15 0.88 -4.19
H: -2.23 2.92 3.25
H: 2.66 0.56 -3.21
H: -1.22 -3.49 3.39
H: -4.65 0.15 -1.77
H: -1.24 2.23 4.58
H: 5.16 1.24 1.00
H: -0.75 -4.47 1.19
H: 2.69 1.25 1.01
H: 6.40 0.90 -1.12
H: -3.62 0.55 -4.03
H: -1.85 1.16 3.26

- lowest unoccupied orbital energy (spin up / spin down) (eV) = 2.3 / -0.1
- energy (eV) = -135629.430
- expectation value of S² = 6.038
- frontier orbital gap (spin up / spin down) (eV) = 6.30 / 5.74
- net charge = -1
- 2S+1 = 5

Record 2
Molecular formula: C4H14NO
Method: DFT, wB97M-V/def2-TZVPD

Cartesian coordinates (Å):
O: 1.88 2.98 1.37
N: -0.03 0.38 1.28
C: -1.95 -0.86 -0.92
C: 0.58 -0.58 -0.93
C: 0.72 -0.74 0.67
C: -0.62 -1.42 -1.50
H: 0.03 0.24 2.39
H: 0.52 1.30 1.18
H: 1.43 -0.78 -1.55
H: -0.65 -1.26 -2.63
H: -2.83 -1.39 -1.40
H: -1.00 0.35 1.09
H: -1.99 -1.19 0.10
H: -0.45 -2.46 -1.14
H: 2.57 3.24 0.81
H: 1.82 -0.53 0.90
H: 0.41 -1.77 1.06
H: 1.22 3.73 1.49
H: -2.17 0.24 -1.13
H: 0.52 0.52 -1.14

- lowest unoccupied orbital energy (spin up / spin down) (eV) = 0.9 / 0.6
- energy (eV) = -7908.577
- expectation value of S² = 0.751
- frontier orbital gap (spin up / spin down) (eV) = 3.99 / 11.99
- 2S+1 = 2

Record 3
Molecular formula: C18H22N8O3
Method: DFT, wB97M-V/def2-TZVPD

Cartesian coordinates (Å):
O: 1.87 -3.54 0.26
O: 3.25 -3.17 -2.12
O: 0.86 2.57 -2.95
N: -2.09 4.58 -0.77
N: -0.97 -1.44 2.27
N: 1.81 -1.27 0.03
N: -0.71 2.46 0.26
N: 1.10 1.16 -1.17
N: -3.65 5.82 0.14
N: -3.28 4.89 1.07
N: -0.82 0.65 3.01
C: 2.20 0.38 -1.68
C: -2.34 4.15 0.52
C: -2.94 5.63 -0.94
C: -1.60 -2.87 0.28
C: -2.85 -2.67 1.09
C: -0.49 2.92 -1.02
C: -1.51 -2.66 1.76
C: 1.41 -2.23 2.22
C: 1.71 -2.42 0.73
C: -1.63 -0.29 2.60
C: 0.36 -1.21 2.51
C: -1.59 3.05 1.01
C: 0.86 -1.67 -2.22
C: 2.04 -1.12 -1.42
C: -1.15 3.97 -1.56
C: 0.43 0.09 2.95
C: 0.56 2.21 -1.83
C: 3.35 -1.80 -1.84
H: -1.29 -2.04 -0.34
H: -0.97 4.33 -2.56
H: 3.70 -1.33 -2.77
H: 1.11 -1.67 -3.28
H: -2.70 -0.21 2.54
H: 1.66 -0.44 0.58
H: -0.02 -1.04 -2.06
H: -3.48 -3.52 1.28
H: 0.76 1.06 -0.22
H: 2.26 0.56 -2.75
H: -3.01 6.21 -1.85
H: -3.37 -1.74 0.96
H: 0.63 -2.69 -1.92
H: -1.74 2.68 2.02
H: 2.34 -1.92 2.70
H: 2.81 -3.58 -1.35
H: 3.14 0.72 -1.23
H: 1.16 -3.21 2.61
H: 1.31 0.63 3.26
H: -1.36 -3.85 -0.11
H: 4.11 -1.60 -1.07
H: -1.26 -3.52 2.36

- lowest unoccupied orbital energy (eV) = -0.2
- energy (eV) = -37086.358
- frontier orbital gap (eV) = 8.98
- 2S+1 = 1

Record 4
Molecular formula: C43H105Cl4NO25P6
Method: DFT, wB97M-V/def2-TZVPD

Cartesian coordinates (Å):
Cl: 2.47 -1.33 -4.90
Cl: 1.63 1.16 -2.59
Cl: -0.33 -2.02 -6.51
Cl: 0.41 -0.85 1.02
P: 8.71 -2.04 0.10
P: -0.67 1.25 5.42
P: 1.47 4.71 0.05
P: -5.02 -4.37 -4.74
P: -4.03 4.49 -3.32
P: -3.50 -5.37 3.47
O: 1.32 3.54 0.99
O: 8.70 -1.71 1.74
O: -3.02 4.88 -4.60
O: -6.30 -3.34 -4.55
O: -4.35 5.98 -2.72
O: 0.36 5.84 0.34
O: 1.18 4.37 -1.53
O: 2.91 5.47 0.05
O: -5.20 -5.75 -4.30
O: -1.70 0.11 6.04
O: -4.79 -5.13 2.48
O: -3.09 -6.84 2.99
O: 8.48 -3.69 0.19
O: 3.84 0.71 2.96
O: -3.01 3.75 -2.32
O: -3.90 -3.53 -3.86
O: -0.65 2.50 6.30
O: -1.25 1.59 3.89
O: -3.80 -5.02 4.89
O: 9.99 -1.71 -0.65
O: -4.40 -4.09 -6.23
O: 0.76 0.44 5.26
O: -5.24 3.63 -3.67
O: 7.30 -1.44 -0.40
O: -2.32 -4.46 2.77
N: 4.08 2.83 3.84
C: 0.21 4.87 -3.64
C: 0.31 6.39 1.66
C: 3.45 1.88 3.02
C: 1.18 5.36 -2.60
C: 4.45 3.90 -0.91
C: -0.99 2.85 3.21
C: 8.40 -4.94 2.25
C: -2.52 5.92 -6.74
C: -4.58 -8.78 2.70
C: -8.43 -3.22 -3.36
C: 4.15 4.78 0.27
C: -5.26 -4.17 -7.33
C: 0.74 -0.70 -6.92
C: 1.34 -0.17 -5.66
C: 9.25 -4.44 1.13
C: 1.57 0.25 7.40
C: -1.66 2.85 1.89
C: -3.61 -8.05 3.64
C: 1.64 0.48 -0.99
C: 8.89 -0.39 2.17
C: -4.91 -5.55 -7.99
C: -0.10 -4.05 2.10
C: 5.19 -1.58 0.62
C: -3.31 1.53 -1.38
C: -0.98 -4.59 3.20
C: -4.39 6.21 -0.28
C: -4.89 -5.57 1.14
C: -0.73 -2.01 6.59
C: -1.53 -1.14 5.56
C: 0.40 -0.19 -0.54
C: -3.63 6.51 -1.59
C: 7.70 0.58 1.81
C: 6.08 -2.22 -0.41
C: -2.15 -3.01 -2.62
C: -2.80 2.40 -2.60
C: -6.84 -3.13 -3.31
C: -3.41 5.95 -5.52
C: -0.70 7.57 1.41
C: 3.64 4.23 3.85
C: 1.89 0.83 5.98
C: 5.22 2.52 4.82
C: -4.03 -4.80 0.05
C: -2.64 -4.02 -3.58
H: -2.57 -1.46 5.50
H: 0.60 0.30 -5.02
H: 0.01 5.59 -4.43
H: 4.93 3.00 5.76
H: 6.25 -3.29 -0.32
H: 9.16 -5.07 3.03
H: 7.54 0.77 0.75
H: -1.35 2.06 1.20
H: -2.64 -5.08 -3.34
H: -0.44 8.11 0.50
H: -1.26 -1.19 4.51
H: -6.29 -4.27 -6.97
H: -4.13 -3.72 0.13
H: 4.35 4.29 -1.92
H: 2.25 0.74 8.11
H: 2.53 2.21 2.51
H: -0.75 -4.05 4.12
H: -2.79 -8.77 3.68
H: -2.92 1.86 -0.42
H: -4.62 -9.83 2.97
H: -2.93 6.44 -7.59
H: -5.91 -5.26 0.92
H: -2.09 -3.90 -4.51
H: 3.52 4.57 4.88
H: -3.96 -8.03 4.67
H: -2.09 -2.03 -3.11
H: -1.22 -3.38 -2.18
H: -6.48 -2.23 -2.82
H: -4.83 -6.29 -7.20
H: -4.69 -6.61 0.91
H: -3.15 2.21 -3.61
H: -0.32 0.61 -0.73
H: -0.22 -4.64 1.19
H: 2.74 4.45 3.27
H: 0.93 6.36 -2.24
H: -4.23 -8.80 1.67
H: 0.32 -2.03 6.32
H: -4.25 -5.20 -0.94
H: 9.13 -0.57 3.22
H: 5.23 -0.49 0.53
H: 2.48 -0.22 -1.04
H: -5.64 -5.99 -8.67
H: -1.73 2.20 -2.69
H: -3.52 7.59 -1.71
H: 2.02 1.90 6.12
H: 7.95 1.54 2.27
H: -1.67 7.12 1.20
H: 5.36 -1.92 1.64
H: -1.43 3.84 1.49
H: 0.10 -0.10 -7.58
H: -4.48 5.80 -5.68
H: -8.89 -4.01 -3.95
H: 0.23 -1.06 -1.16
H: -3.95 -5.36 -8.47
H: 9.76 -5.23 0.57
H: -1.15 3.70 3.86
H: 5.60 -2.21 -1.39
H: -2.74 2.86 2.05
H: -1.53 6.30 -6.48
H: -6.64 -3.98 -2.65
H: -8.72 -3.46 -2.34
H: 0.97 -4.00 2.29
H: 0.52 0.27 7.67
H: -4.36 1.82 -1.32
H: 4.38 4.84 3.35
H: -8.84 -2.24 -3.59
H: -1.05 -3.04 6.74
H: 9.85 0.00 1.83
H: -3.09 0.47 -1.48
H: 5.44 3.45 -0.98
H: 5.29 1.44 4.98
H: 2.17 5.63 -2.99
H: -5.56 -8.31 2.69
H: -2.40 4.89 -7.08
H: 0.10 2.87 3.09
H: -3.28 6.90 -4.99
H: 6.22 2.86 4.54
H: -0.63 -5.59 3.45
H: 6.73 0.23 2.16
H: -0.77 4.73 -3.18
H: 5.00 5.38 0.59
H: 1.86 1.24 -0.23
H: 4.21 -1.96 0.32
H: -2.86 -2.89 -1.80
H: 1.83 -0.81 7.46
H: -0.79 8.17 2.31
H: -0.15 5.79 2.45
H: 1.55 -1.14 -7.49
H: -0.81 -1.61 7.60
H: 3.89 2.97 -0.80
H: -0.61 -3.20 1.64
H: -4.70 5.17 -0.17
H: 2.86 0.39 5.73
H: 10.07 -3.83 1.51
H: 4.11 4.22 1.20
H: -3.00 -5.11 0.20
H: -5.38 6.67 -0.32
H: -3.79 6.53 0.57
H: 7.76 -5.79 2.00
H: 1.99 0.69 -5.86
H: -5.12 -3.24 -7.87
H: 0.61 4.00 -4.17
H: -2.66 6.04 -1.49
H: 1.23 6.86 2.02
H: 7.81 -4.14 2.68

- lowest unoccupied orbital energy (eV) = 0.3
- energy (eV) = -204804.817
- frontier orbital gap (eV) = 9.74
- 2S+1 = 1

Record 5
Molecular formula: C35H43N2O8P2PtS
Method: DFT, wB97M-V/def2-TZVPD

Cartesian coordinates (Å):
Pt: -0.31 -0.68 -0.49
S: 1.94 1.92 0.90
P: -0.28 -0.20 -2.75
P: 2.29 -2.15 1.67
O: 3.41 -2.72 0.67
O: 1.99 -3.49 2.49
O: 2.75 -1.08 2.57
O: 0.49 1.17 0.76
O: 0.69 -3.42 -2.14
O: -1.16 -2.86 -0.93
O: -1.28 0.52 2.06
O: 1.11 -1.92 0.75
N: 1.53 -5.19 -0.60
N: -2.45 0.00 -0.80
C: -2.54 1.04 -1.80
C: 1.21 -3.57 3.75
C: -0.12 2.27 4.17
C: 2.41 3.12 3.36
C: 2.56 1.48 -5.17
C: 0.37 1.98 2.92
C: -2.65 -2.64 -4.99
C: 1.19 0.61 -3.39
C: -1.60 1.06 -2.82
C: 3.26 1.74 -2.88
C: 1.95 3.42 4.63
C: 0.67 3.00 5.04
C: -3.51 2.03 -1.73
C: 4.82 -3.06 0.90
C: 0.19 -2.45 3.86
C: -1.68 2.03 -3.81
C: 2.12 1.06 -2.46
C: 0.09 -4.83 -0.37
C: 0.07 -2.11 -4.75
C: -0.15 -3.58 -1.23
C: 1.42 0.81 -4.75
C: -0.84 -1.40 -3.97
C: 5.59 -2.42 -0.24
C: 2.20 -3.53 4.90
C: 4.92 -4.58 0.83
C: 5.34 -2.57 2.25
C: -0.37 -3.05 -5.67
C: -3.58 3.00 -2.72
C: 0.51 -4.91 3.68
C: 1.58 2.39 2.52
C: -2.20 -1.67 -4.10
C: 3.47 1.96 -4.23
C: -1.73 -3.32 -5.78
C: -2.67 2.99 -3.77
C: -0.26 1.16 1.90
H: -4.35 3.76 -2.67
H: -0.13 -4.62 0.67
H: 1.94 0.89 -1.40
H: 5.12 -2.68 -1.19
H: 0.71 0.44 -5.49
H: 2.92 -4.35 4.82
H: -2.87 0.25 0.08
H: -2.93 -1.11 -3.52
H: 4.64 -4.93 -0.17
H: -3.71 -2.85 -5.08
H: -0.02 -5.10 4.62
H: -0.94 2.05 -4.60
H: 1.14 -1.95 -4.62
H: 0.69 -1.48 3.98
H: -1.11 1.91 4.45
H: 1.67 -3.61 5.85
H: -0.23 -4.90 2.87
H: -0.44 -2.41 2.97
H: 5.94 -4.89 1.04
H: -2.74 3.74 -4.55
H: 2.58 3.99 5.31
H: 0.34 -3.57 -6.30
H: 1.67 -4.69 -1.52
H: 1.73 -6.18 -0.61
H: 2.73 1.64 -6.23
H: 0.31 3.25 6.03
H: 3.40 3.44 3.02
H: 5.25 -1.49 2.34
H: -0.55 -5.64 -0.74
H: 4.35 2.51 -4.57
H: 3.98 2.10 -2.15
H: 6.39 -2.85 2.35
H: 2.15 -4.69 0.04
H: 4.25 -5.03 1.57
H: 5.59 -1.33 -0.14
H: 2.74 -2.58 4.88
H: -4.22 2.02 -0.90
H: 6.62 -2.78 -0.24
H: 1.22 -5.72 3.50
H: -2.08 -4.08 -6.48
H: 4.77 -3.02 3.07
H: -2.79 -0.91 -1.11
H: -0.45 -2.62 4.73

- lowest unoccupied orbital energy (spin up / spin down) (eV) = -4.0 / -4.0
- energy (eV) = -89010.623
- frontier orbital gap (spin up / spin down) (eV) = 6.00 / 6.00
- net charge = +1
- 2S+1 = 1

Record 6
Molecular formula: C33H45BrMoN7O2PS5Sb
Method: DFT, wB97M-V/def2-TZVPD

Cartesian coordinates (Å):
Sb: -4.78 1.00 1.98
Mo: -2.12 0.12 -0.37
Br: 2.55 1.57 -4.35
S: -6.64 -0.16 1.64
S: -4.17 2.70 3.26
S: -3.90 1.52 -0.35
S: 0.77 5.55 -4.64
S: -2.86 -0.48 1.81
P: 0.65 -0.64 1.42
O: -2.02 -0.04 -2.26
O: -3.69 0.00 -3.75
N: -0.53 -0.34 0.31
N: 2.40 5.49 -2.59
N: 0.19 -1.76 2.49
N: 1.08 0.74 2.19
N: -1.00 2.12 -1.00
N: 1.88 -1.25 0.54
N: -2.92 -1.88 -0.75
C: -1.05 2.14 -6.34
C: -0.43 -3.00 1.96
C: 0.21 -1.61 3.96
C: -2.12 -2.77 -1.34
C: 0.71 1.53 -4.84
C: -1.58 2.95 -1.88
C: -2.55 -4.04 -1.67
C: -2.54 0.21 -3.48
C: 2.86 -1.99 -1.57
C: 0.49 4.06 -2.36
C: -4.70 -3.45 -0.82
C: 0.47 2.30 4.01
C: 0.31 2.27 -0.78
C: -1.02 -2.24 4.59
C: 2.86 1.89 3.43
C: 2.15 -0.85 -0.84
C: 2.42 1.32 2.08
C: 1.07 3.22 -1.42
C: -1.13 -3.74 4.25
C: 4.24 -1.93 0.55
C: -0.33 -4.10 3.00
C: -0.18 0.86 -4.03
C: -1.96 1.47 -5.54
C: 1.27 5.06 -3.16
C: 0.30 2.18 -5.99
C: -3.87 -4.39 -1.41
C: 0.05 1.68 2.68
C: 4.23 -2.27 -0.95
C: -0.88 3.91 -2.58
C: 1.86 2.92 3.92
C: -4.20 -2.21 -0.49
C: -1.53 0.84 -4.38
C: 2.87 -2.15 1.17
H: 2.90 -1.96 2.25
H: 2.56 -3.19 1.04
H: -0.90 1.16 2.78
H: 0.28 -0.56 4.20
H: 2.95 -1.73 -2.63
H: 4.53 -0.89 0.70
H: 0.08 -3.28 1.04
H: 4.97 -2.54 1.08
H: -1.11 -2.44 -1.55
H: 1.21 -0.61 -1.33
H: -5.74 -3.67 -0.61
H: 2.22 -2.87 -1.51
H: -3.01 1.44 -5.79
H: -0.09 2.47 1.93
H: 2.77 0.05 -0.87
H: -4.24 -5.37 -1.66
H: -0.79 -4.35 5.09
H: 2.40 2.14 1.35
H: 5.00 -1.68 -1.46
H: -0.28 3.05 4.28
H: -0.97 -2.09 5.67
H: 2.14 3.23 -1.21
H: 2.94 1.07 4.15
H: -2.18 -3.99 4.09
H: 2.96 6.16 -3.10
H: -1.38 2.65 -7.23
H: -2.64 2.83 -2.04
H: -1.38 4.53 -3.30
H: -1.49 -2.80 1.72
H: 0.76 1.60 -0.07
H: -1.86 -4.73 -2.13
H: -1.90 -1.71 4.24
H: 0.73 -4.24 3.25
H: -4.82 -1.46 -0.02
H: 4.49 -3.32 -1.10
H: 2.16 3.32 4.89
H: 1.12 -2.09 4.34
H: 1.84 3.77 3.23
H: 3.12 0.57 1.72
H: 1.01 2.72 -6.60
H: -0.68 -5.03 2.57
H: 2.66 5.27 -1.65
H: 3.86 2.32 3.32
H: 0.46 1.54 4.79
H: 0.16 0.37 -3.13

- lowest unoccupied orbital energy (eV) = -4.5
- energy (eV) = -191377.481
- frontier orbital gap (eV) = 5.92
- net charge = +1
- 2S+1 = 1

Record order is preserved below.
Relative energy (zero: lowest compared OMol25 entry of this formula, charge and spin): 33.94 231.85 35.46 386.24 392.45 138.06 kJ/mol